<one>
The following is a quantum chemistry calculation of a gas-phase ion, C5H13N2O (charge +1), from the Open Molecules 2025 dataset.

Last column: Mulliken charge in e.
Atoms and positions in Å:
N 0.2959 -1.2532 1.7922  -0.199
C 0.3873 -2.0065 0.5157  -0.572
C -0.1056 -1.1216 -0.6745  -0.574
N -0.2253 0.2779 -0.2614  -0.014
C -1.6062 0.7760 -0.3545  -1.278
C 0.6947 1.1634 -0.9990  -0.676
C 0.9106 2.5046 -0.3423  -0.076
O 1.7603 3.2660 -0.6969  -0.419
H 1.2113 -0.9708 2.1414  0.384
H -0.1419 -1.7947 2.5404  0.373
H -0.2487 -0.3916 1.6304  0.281
H 1.4250 -2.2524 0.3324  0.295
H -0.1435 -2.9516 0.5748  0.330
H 0.6254 -1.2547 -1.4691  0.429
H -1.0662 -1.4841 -1.0181  0.422
H -1.7707 1.5973 0.3502  0.344
H -2.3198 0.0043 -0.0699  0.475
H -1.8838 1.1477 -1.3458  0.381
H 0.3385 1.3432 -2.0165  0.401
H 1.6449 0.6571 -1.1286  0.447
H 0.2181 2.7436 0.4991  0.247

charge = +1
SMILES string = CN(CC=O)CC[NH3+]
lowest unoccupied orbital energy = -3.6 eV
Kohn-Sham gap = 9.473 eV

<two>
The following is a quantum chemistry calculation of a gas-phase ion, C5H13N2O (charge +1), from the Open Molecules 2025 dataset.

Last column: Mulliken charge in e.
Atoms and positions in Å:
C -1.4744 1.7730 0.4004  -0.920
O -1.9798 2.4111 -0.7819  -0.530
C -0.7259 0.4639 -0.0166  0.221
C 0.1021 -0.0253 1.2004  -0.996
C 0.8813 -1.4132 1.1080  -0.622
C 1.9127 -2.8273 -0.4433  -0.359
N 1.4484 -1.6484 -0.1961  -0.351
N 0.1710 0.7626 -1.1551  -0.214
H -2.1484 1.6000 1.2295  0.431
H -0.8277 2.4599 0.8721  0.452
H -2.8737 2.1852 -1.0290  0.345
H -1.5342 -0.2411 -0.3642  0.259
H 0.8450 0.7478 1.4428  0.365
H -0.5758 -0.1322 2.0894  0.403
H 1.6994 -1.4972 1.8362  0.451
H 0.1103 -2.0820 1.4948  0.414
H 2.4494 -2.8836 -1.4270  0.260
H 1.8488 -3.6996 0.3105  0.264
H 0.6852 1.6626 -0.9278  0.424
H 0.9273 0.0112 -1.3515  0.366
H -0.2778 0.9540 -1.9566  0.337

charge = +1
SMILES string = C=NCC[C@H]([NH3+])CO
lowest unoccupied orbital energy = -2.9 eV
Kohn-Sham gap = 11.191 eV

<three>
The following is a quantum chemistry calculation of 2 unconnected molecules or ions with the total composition C5H13N2O, from the Open Molecules 2025 dataset.

Last column: Mulliken charge in e.
Atoms and positions in Å:
C 0.4520 1.2414 -1.6327  0.155
C -0.7110 -0.9983 0.2546  -0.351
C 0.6919 -1.2855 2.1157  0.190
C 1.6146 1.5601 -0.9257  -1.091
C -2.0474 -0.3336 -0.0429  -1.039
N 1.1710 -2.4948 1.7145  -0.537
N -0.5692 2.0284 -1.7138  -0.299
O -0.2627 -0.6803 1.4902  -0.169
H 0.4280 0.2972 -2.1329  0.421
H -0.4453 -1.9853 -0.0041  0.315
H 0.9935 -0.5933 2.9682  0.378
H 2.2422 2.2130 -1.5039  0.376
H 2.0375 0.5757 -0.5635  0.273
H 1.4317 2.0843 0.0093  0.381
H -2.3570 -0.6468 -0.9990  0.394
H -1.9651 0.8323 -0.1401  0.152
H -2.9045 -0.5126 0.6394  0.328
H 1.6334 -2.9844 2.5528  0.305
H 0.5316 -3.1831 1.3270  0.260
H -0.4624 2.9247 -1.2396  0.232
H -1.5029 1.9409 -2.1735  0.326

charge = +1
lowest unoccupied orbital energy (spin up / spin down) = -4.0 / -4.0 eV
Kohn-Sham gap (spin up / spin down) = 6.036 / 6.037 eV

Q: Which of them is the most stable? A: <one>.

<one>
The following is a quantum chemistry calculation of 2 unconnected molecules or ions with the total composition C5H13N2O, from the Open Molecules 2025 dataset.

Last column: Mulliken charge in e.
Atoms and positions in Å:
C 0.1583 -1.7040 0.8777  -0.533
C -0.6047 -0.8827 1.9377  -0.376
C 0.4307 0.6459 0.7647  0.951
C 1.1401 1.8589 0.5286  -1.352
C 1.6083 -0.5469 -0.9226  -1.003
N -2.1900 0.2930 -0.9092  -0.604
N 0.6436 -0.5146 0.1305  0.159
O -0.3022 0.4599 1.8128  -0.344
H 0.9531 -2.2925 1.5239  0.321
H -0.4412 -2.3436 0.3621  0.352
H -1.6911 -0.9965 1.8587  0.314
H -0.2454 -1.1360 2.9490  0.348
H 0.5926 2.5844 1.2167  0.323
H 0.9707 2.0260 -0.5384  0.432
H 2.2737 1.7221 0.6770  0.350
H 2.0585 -1.5625 -0.9421  0.372
H 1.3002 -0.5287 -2.0225  0.294
H 2.3336 0.1932 -0.7709  0.372
H -1.6463 -0.5586 -1.1146  0.193
H -2.4351 0.8739 -1.6580  0.217
H -3.0702 0.0074 -0.5076  0.214

charge = +1
lowest unoccupied orbital energy = -3.5 eV
Kohn-Sham gap = 10.229 eV

<two>
The following is a quantum chemistry calculation of a molecular structure, C5H13N2O, from the Open Molecules 2025 dataset.

Last column: Mulliken charge in e.
Atoms and positions in Å:
C -0.5188 0.8664 -1.9382  -0.535
O -0.4199 -2.9283 -0.7995  -0.658
C -0.2955 -0.0905 -1.0318  0.204
C 0.4949 0.1957 0.2921  -0.138
C 1.3510 1.3644 0.2423  -0.572
C 0.7306 2.5394 0.7989  -0.051
N -0.4622 3.1773 0.0801  -0.391
N -0.5221 -3.2377 1.6780  -0.619
H -0.1904 1.8603 -1.5212  0.073
H -1.0578 0.8073 -2.9135  0.346
H -0.4461 -3.3646 -1.6637  0.283
H -0.5514 -1.2952 -1.1010  0.187
H -0.4120 0.2930 0.9639  0.242
H 0.9893 -0.7097 0.5661  0.343
H 2.3008 1.2034 -0.2241  0.427
H 0.5708 2.7334 1.8582  0.424
H -0.7015 4.0807 0.4285  0.294
H 0.4934 3.1273 -0.3622  0.349
H 0.3591 -3.1420 1.1956  0.269
H -1.2297 -3.5719 0.9775  0.276
H -0.4824 -3.9088 2.4740  0.249

charge = +1
lowest unoccupied orbital energy = -8.2 eV
Kohn-Sham gap = 3.807 eV

<three>
The following is a quantum chemistry calculation of 2 unconnected molecules or ions with the total composition C5H13N2O, from the Open Molecules 2025 dataset.

Last column: Mulliken charge in e.
Atoms and positions in Å:
O -0.7394 -1.1755 -1.5740  -0.678
C -1.4936 -0.8018 -0.6874  0.020
C -2.8294 -0.1961 -0.9873  -0.313
N -3.6129 -0.0223 0.2274  -0.612
H -1.1793 -0.9249 0.3614  0.415
H -2.6150 0.7874 -1.4154  0.315
H -3.2983 -0.7954 -1.7757  0.310
H -4.3640 0.6353 0.0559  0.254
H -4.0640 -0.8903 0.4952  0.237
C 2.1665 1.3025 2.0752  -1.198
C 1.9796 0.8732 0.6610  0.044
C 2.1144 -0.3706 0.2392  -0.301
N 1.8683 -0.6948 -1.1812  -0.162
H 2.4237 0.4593 2.7155  0.332
H 2.9459 2.0595 2.1471  0.337
H 1.2446 1.7353 2.4685  0.317
H 1.7326 1.6535 -0.0556  0.281
H 2.3485 -1.2376 0.8376  0.317
H 2.0554 0.0902 -1.8023  0.389
H 2.4595 -1.4676 -1.4908  0.400
H 0.8568 -1.0193 -1.3144  0.295

charge = +1
lowest unoccupied orbital energy = -3.0 eV
Kohn-Sham gap = 10.136 eV

Q: Which of them is the most stable? A: <three>.

<one>
The following is a quantum chemistry calculation of a gas-phase ion, C5H13N2O (charge +1), from the Open Molecules 2025 dataset.

Last column: Mulliken charge in e.
Atoms and positions in Å:
C -0.9479 -0.9470 -1.5875  -0.924
O -1.7362 -0.3604 -0.5729  -0.494
C 0.5444 -0.6274 -1.4921  0.314
C 1.0960 -1.1440 -0.0401  -1.139
C 0.5824 -0.4415 1.1712  -0.099
C 0.5421 0.8526 1.4667  -0.254
N -0.6728 1.2865 2.2807  -0.332
N 0.9511 0.7721 -1.6964  -0.594
H -1.3584 -0.7040 -2.5834  0.383
H -1.0568 -2.0410 -1.5725  0.387
H -2.0421 0.5100 -0.8547  0.335
H 1.0200 -1.2446 -2.2305  0.340
H 2.1688 -1.1720 -0.0289  0.456
H 0.7989 -2.1924 -0.0555  0.423
H -0.2581 -1.0173 1.5990  0.158
H 1.2786 1.6280 1.3413  0.425
H -0.5955 1.0899 3.2842  0.354
H -0.7836 2.2999 2.2936  0.384
H -1.5546 0.9402 1.8954  0.354
H 1.7619 1.0429 -1.1613  0.272
H 0.2619 1.4695 -1.4563  0.251

charge = +1
SMILES string = N[C@H](CO)C/C=C/[NH3+]
lowest unoccupied orbital energy = -3.7 eV
Kohn-Sham gap = 9.073 eV

<two>
The following is a quantum chemistry calculation of 2 unconnected molecules or ions with the total composition C5H13N2O, from the Open Molecules 2025 dataset.

Last column: Mulliken charge in e.
Atoms and positions in Å:
C -2.8757 -0.4810 0.4044  -0.549
O -3.3161 0.2426 -0.7483  -0.470
C -2.0154 0.3694 1.2321  0.323
C -0.6109 0.2367 1.2658  -0.773
C 0.0960 0.5527 -0.1287  -0.620
C 1.9372 0.5106 -1.1331  -0.322
N 1.4858 0.0729 -0.0033  -0.279
N 4.4880 -1.2017 -0.5713  -0.623
H -3.7286 -0.9120 0.9346  0.450
H -2.3125 -1.2871 -0.0693  0.307
H -4.2776 0.2539 -0.8163  0.331
H -2.5198 1.0912 1.8730  0.359
H -0.2440 -0.7768 1.5015  0.365
H -0.1489 0.9138 1.9807  0.406
H 0.0272 1.6393 -0.2917  0.360
H -0.5168 0.0379 -0.8738  0.348
H 1.8962 -0.1628 -2.0031  0.349
H 2.3350 1.5319 -1.2392  0.350
H 3.9710 -0.5539 0.0047  0.205
H 5.4205 -1.1800 -0.1790  0.248
H 4.4874 -0.9866 -1.5554  0.234

charge = +1
lowest unoccupied orbital energy = -7.1 eV
Kohn-Sham gap = 5.041 eV

Q: Which of them is the most stable? A: <one>.